P | Computed, not measured: a single C10H12N2O molecule, with the ωB97M-V functional and the def2-TZVPD basis.

Geometry as ORCA input:
```
! RIJCOSX wB97M-V def2-TZVPD def2/J DEFGRID3
* xyz 0 1
C 1.474 1.194 -0.523
C 2.605 1.540 -0.691
C -1.022 1.451 -0.208
C -2.341 -0.525 0.568
C 0.207 0.914 -0.323
C -2.247 0.773 0.177
C -0.201 -1.324 0.027
C 3.925 1.972 -0.942
C -3.459 1.596 0.209
C 1.061 -2.187 -0.079
N -1.359 -1.518 0.591
N 1.181 -3.256 0.931
O -1.699 -2.643 0.967
H -1.181 2.477 -0.522
H -3.219 -0.864 1.132
H 4.558 1.693 -0.059
H 4.202 1.617 -1.882
H 3.960 2.976 -1.036
H -3.138 2.543 0.447
H -3.900 1.494 -0.764
H -4.196 1.483 1.065
H 1.086 -2.573 -1.068
H 2.123 -1.498 -0.179
H 0.540 -3.139 1.623
H 1.041 -4.196 0.539
*
```

Calculated values
gap between HOMO and LUMO	0.28553	Eh
LUMO energy	-0.210	eV
HOMO	-7.979	eV

Q | Computed, not measured: a single C10H12N2O molecule, with the ωB97M-V functional and the def2-TZVPD basis.

Geometry as ORCA input:
```
! RIJCOSX wB97M-V def2-TZVPD def2/J DEFGRID3
* xyz 0 1
C 3.325 -2.140 1.733
O 2.436 -1.778 0.639
N 1.936 -0.513 0.531
C 1.821 0.344 1.385
C 0.956 1.425 0.990
C 0.924 2.152 -0.278
N -0.067 1.197 0.021
C -1.447 0.852 0.162
C -2.275 1.110 -0.952
C -3.465 0.461 -1.118
C -3.877 -0.476 -0.121
C -3.126 -0.577 1.028
C -1.873 0.012 1.168
H 2.909 -1.630 2.554
H 4.308 -1.707 1.589
H 3.209 -3.191 1.950
H 2.322 0.418 2.373
H 0.826 2.032 1.916
H 0.575 3.127 -0.366
H 1.575 1.955 -1.107
H -1.764 1.788 -1.631
H -4.200 0.631 -1.875
H -4.841 -0.828 -0.184
H -3.533 -1.094 1.842
H -1.379 0.043 2.148
*
```

Calculated values
structure (SMILES)	CO/N=C/[C@H]1CN1c1ccccc1
gap between HOMO and LUMO	0.31551	Eh
LUMO energy	0.881	eV
HOMO	-7.705	eV

Here is how they stack up, most stable first: Q, P.

P | Computed, not measured: a single C5H10FN molecule, with the ωB97M-V functional and the def2-TZVPD basis.

Geometry as ORCA input:
```
! RIJCOSX wB97M-V def2-TZVPD def2/J DEFGRID3
* xyz 0 1
C -0.577 0.478 0.590
C 0.393 -0.467 0.059
C -0.202 1.989 0.424
C 0.361 -1.819 0.505
C 0.982 -0.217 -1.256
N -1.730 0.318 -0.317
F -2.516 -0.627 0.293
H -0.835 0.383 1.669
H 0.868 2.047 0.084
H -0.315 2.531 1.369
H -0.952 2.480 -0.298
H 1.309 -1.977 1.131
H 0.296 -2.574 -0.414
H -0.466 -1.856 1.140
H 1.535 -1.210 -1.729
H 1.746 0.520 -1.400
H 0.104 0.001 -1.850
*
```

Calculated values
gap between HOMO and LUMO (alpha / beta)	0.36159 / 0.27691	Eh
LUMO energy (alpha / beta)	0.413 / -0.016	eV
HOMO (alpha / beta)	-9.426 / -7.551	eV

Q | Computed, not measured: a single C5H10FN molecule, with the ωB97M-V functional and the def2-TZVPD basis.

Geometry as ORCA input:
```
! RIJCOSX wB97M-V def2-TZVPD def2/J DEFGRID3
* xyz 0 1
C -1.801 -0.495 -0.026
C -0.964 0.894 -0.111
C 0.534 0.769 0.141
F 0.805 2.088 0.229
C 0.853 -0.278 1.086
N 1.367 -1.154 -0.051
C 1.323 0.003 -0.963
H -1.955 -1.104 0.878
H -2.892 -0.460 -0.192
H -1.411 -1.070 -0.897
H -1.405 1.560 0.637
H -1.085 1.428 -1.154
H 1.664 0.084 1.748
H 0.141 -0.887 1.702
H 2.117 -2.012 -0.076
H 0.602 0.016 -1.896
H 2.108 0.619 -1.055
*
```

Calculated values
structure (SMILES)	CCC1(F)CNC1
gap between HOMO and LUMO	0.36220	Eh
LUMO energy	1.076	eV
HOMO	-8.780	eV

Here is how they stack up, most stable first: Q, P.

P | Computed, not measured: a single C5H10FN molecule, with the ωB97M-V functional and the def2-TZVPD basis.

Geometry as ORCA input:
```
! RIJCOSX wB97M-V def2-TZVPD def2/J DEFGRID3
* xyz 0 1
C 0.142 -1.327 -1.123
C 0.223 -0.258 -0.053
C 1.125 0.848 -0.511
F 0.357 1.783 -1.288
C -1.173 0.324 0.384
N -1.144 -0.703 1.481
C 0.332 -0.820 1.316
H 1.064 -1.908 -1.129
H -0.666 -2.057 -0.838
H 0.030 -0.950 -2.161
H 1.870 0.504 -1.181
H 1.586 1.472 0.303
H -1.057 1.353 0.743
H -2.027 0.270 -0.376
H -1.555 -0.395 2.411
H 0.970 -0.168 1.968
H 0.682 -1.855 1.397
*
```

Calculated values
structure (SMILES)	CC1(CF)CNC1
gap between HOMO and LUMO	0.36852	Eh
LUMO energy	0.940	eV
HOMO	-9.088	eV

Q | Computed, not measured: 2 unconnected molecules or ions with the total composition C5H10FN, with the ωB97M-V functional and the def2-TZVPD basis.

Geometry as ORCA input:
```
! RIJCOSX wB97M-V def2-TZVPD def2/J DEFGRID3
* xyz 0 1
C -1.816 1.437 -1.028
C -3.168 0.965 -1.081
C 1.903 -1.617 1.653
C 1.144 -1.036 0.468
C 1.522 0.411 0.050
N -0.859 1.835 -1.533
F 2.179 0.411 -1.216
H -3.832 1.412 -1.883
H -3.735 1.245 -0.236
H -3.084 -0.118 -1.160
H 2.023 -2.673 1.709
H 2.827 -1.135 1.872
H 1.299 -1.394 2.597
H 0.059 -0.842 0.773
H 1.339 -1.648 -0.521
H 2.074 0.992 0.719
H 0.125 1.753 -1.184
*
```

Calculated values
gap between HOMO and LUMO (alpha / beta)	0.21334 / 0.35014	Eh
LUMO energy (alpha / beta)	-0.051 / 0.689	eV
HOMO (alpha / beta)	-5.856 / -8.839	eV

Here is how they stack up, most stable first: P, Q.

P | Computed, not measured: a molecular structure, C10H17N3, with the ωB97M-V functional and the def2-TZVPD basis.

Geometry as ORCA input:
```
! RIJCOSX wB97M-V def2-TZVPD def2/J DEFGRID3
* xyz 0 1
C 2.969 1.516 0.214
C 2.250 -0.450 0.012
C 1.196 0.356 -0.293
C 2.266 -1.956 -0.039
C 0.921 -2.461 -0.541
C -0.238 -1.654 0.109
C -1.178 0.985 1.409
C -1.489 1.732 -1.070
C -2.860 0.004 -0.059
C -1.494 0.591 -0.051
N 3.326 0.285 0.286
N 1.615 1.649 -0.151
N -0.534 -0.396 -0.607
H 3.737 2.269 0.357
H 2.984 -2.241 -0.761
H 2.615 -2.359 1.005
H 0.977 -2.248 -1.533
H 0.768 -3.545 -0.630
H -1.162 -2.278 0.153
H -0.189 -1.498 1.270
H -2.051 1.429 1.808
H -0.896 0.148 2.032
H -0.543 1.772 1.409
H -2.397 1.810 -1.621
H -0.696 1.598 -1.679
H -1.358 2.828 -0.729
H -3.102 -0.539 -0.920
H -2.934 -0.665 0.667
H -3.619 0.700 0.196
H 1.114 2.618 -0.242
*
```

Calculated values
gap between HOMO and LUMO	0.33112	Eh
LUMO energy	0.741	eV
HOMO	-8.269	eV

Q | Computed, not measured: a single C10H17N3 molecule, with the ωB97M-V functional and the def2-TZVPD basis.

Geometry as ORCA input:
```
! RIJCOSX wB97M-V def2-TZVPD def2/J DEFGRID3
* xyz 0 1
C 0.011 1.454 1.724
C -0.753 0.489 0.817
C -2.088 1.166 0.469
C -1.049 -0.797 1.616
N -0.045 0.270 -0.445
C -0.542 -0.815 -1.267
C 0.388 -1.201 -2.412
C 1.686 -1.742 -1.826
N 2.269 -0.676 -1.067
N 3.572 -0.400 -1.123
C 3.723 0.752 -0.496
C 2.497 1.246 -0.034
C 1.591 0.283 -0.416
H 0.206 2.383 1.200
H -0.600 1.671 2.596
H 0.949 1.024 2.060
H -2.711 0.523 -0.146
H -1.903 2.093 -0.069
H -2.631 1.388 1.382
H -0.135 -1.356 1.809
H -1.495 -0.527 2.570
H -1.757 -1.435 1.089
H -1.498 -0.479 -1.682
H -0.730 -1.732 -0.690
H 0.608 -0.327 -3.025
H -0.095 -1.961 -3.028
H 1.488 -2.613 -1.188
H 2.399 -2.031 -2.599
H 4.694 1.199 -0.416
H 2.335 2.165 0.481
*
```

Calculated values
structure (SMILES)	CC(C)(C)N1CCCn2nccc21
gap between HOMO and LUMO	0.32927	Eh
LUMO energy	0.810	eV
HOMO	-8.150	eV

Here is how they stack up, most stable first: Q, P.

P | Computed, not measured: a gas-phase ion, CH3O2 (charge +1), with the ωB97M-V functional and the def2-TZVPD basis.

Geometry as ORCA input:
```
! RIJCOSX wB97M-V def2-TZVPD def2/J DEFGRID3
* xyz 1 1
C -0.434 -0.218 0.324
O 1.231 0.725 -1.366
O 1.104 0.462 -0.233
H -0.246 -1.294 0.362
H -0.479 0.226 1.320
H -1.175 0.100 -0.408
*
```

Calculated values
gap between HOMO and LUMO (alpha / beta)	0.34864 / 0.34852	Eh
LUMO energy (alpha / beta)	-9.391 / -9.390	eV
HOMO (alpha / beta)	-18.878 / -18.874	eV

Q | Computed, not measured: a gas-phase ion, CH3O2 (charge +1), with the ωB97M-V functional and the def2-TZVPD basis.

Geometry as ORCA input:
```
! RIJCOSX wB97M-V def2-TZVPD def2/J DEFGRID3
* xyz 1 1
C 0.644 -0.011 0.043
O -1.565 -0.144 -0.075
O -0.313 0.681 0.038
H 1.587 0.449 0.251
H 0.621 -1.113 0.205
H -2.299 0.552 -0.389
*
```

Calculated values
gap between HOMO and LUMO	0.44226	Eh
LUMO energy	-6.985	eV
HOMO	-19.020	eV

Here is how they stack up, most stable first: Q, P.

P | Computed, not measured: 2 unconnected molecules or ions with the total composition C2H5FIN, with the ωB97M-V functional and the def2-TZVPD basis.

Geometry as ORCA input:
```
! RIJCOSX wB97M-V def2-TZVPD def2/J DEFGRID3
* xyz 0 1
C 0.430 -1.312 -1.155
N -0.024 -0.770 0.135
C -1.218 -0.735 0.434
F -1.540 -0.305 1.636
H -0.424 -1.128 -1.833
H 1.335 -0.717 -1.481
H 0.683 -2.304 -1.231
H -1.965 -0.976 -0.276
I 1.472 3.749 2.623
H 1.251 4.498 1.148
*
```

Calculated values
structure (SMILES)	C/N=C/F.I
gap between HOMO and LUMO	0.38553	Eh
LUMO energy	0.589	eV
HOMO	-9.902	eV

Q | Computed, not measured: 2 unconnected molecules or ions with the total composition C2H5FIN, with the ωB97M-V functional and the def2-TZVPD basis.

Geometry as ORCA input:
```
! RIJCOSX wB97M-V def2-TZVPD def2/J DEFGRID3
* xyz 0 1
C 0.602 -1.016 0.462
C -0.555 -0.155 0.912
N -0.889 1.621 -1.253
F 0.041 2.365 -0.514
I -0.154 0.317 -2.696
H 1.504 -0.881 1.071
H 0.386 -2.030 0.216
H 0.855 -0.436 -0.435
H -1.511 -0.436 0.712
H -0.278 0.652 1.524
*
```

Calculated values
gap between HOMO and LUMO (alpha / beta)	0.32535 / 0.25443	Eh
LUMO energy (alpha / beta)	-0.673 / -1.118	eV
HOMO (alpha / beta)	-9.526 / -8.041	eV

R | Computed, not measured: 2 unconnected molecules or ions with the total composition C2H5FIN, with the ωB97M-V functional and the def2-TZVPD basis.

Geometry as ORCA input:
```
! RIJCOSX wB97M-V def2-TZVPD def2/J DEFGRID3
* xyz 0 1
H 2.418 -1.094 1.512
N 1.424 -1.235 1.265
C 1.133 -0.654 0.215
C -0.172 -0.550 -0.510
F 2.060 0.114 -0.494
H 0.097 -0.521 -1.610
H -0.816 -1.446 -0.270
H -0.543 0.237 -0.009
I -2.985 2.229 0.620
H -2.617 2.920 -0.720
*
```

Calculated values
structure (SMILES)	[H]/N=C(/C)F.I
gap between HOMO and LUMO	0.40140	Eh
LUMO energy	0.631	eV
HOMO	-10.292	eV

S | Computed, not measured: a single C2H5FIN molecule, with the ωB97M-V functional and the def2-TZVPD basis.

Geometry as ORCA input:
```
! RIJCOSX wB97M-V def2-TZVPD def2/J DEFGRID3
* xyz 0 1
C 1.289 0.093 0.330
C -0.043 -0.406 -0.307
N -1.011 0.370 0.298
F -1.015 1.633 -0.327
I -3.326 -0.388 -0.006
H 1.185 -0.227 1.393
H 1.955 -0.540 -0.205
H 1.166 1.154 0.236
H -0.084 -0.308 -1.468
H -0.116 -1.382 0.054
*
```

Calculated values
structure (SMILES)	CCN(F)I
gap between HOMO and LUMO (alpha / beta)	0.29349 / 0.28540	Eh
LUMO energy (alpha / beta)	-1.454 / -1.760	eV
HOMO (alpha / beta)	-9.440 / -9.526	eV

Here is how they stack up, most stable first: R, P, S, Q.

P | Computed, not measured: 2 unconnected molecules or ions with the total composition C3H10S2, with the ωB97M-V functional and the def2-TZVPD basis.

Geometry as ORCA input:
```
! RIJCOSX wB97M-V def2-TZVPD def2/J DEFGRID3
* xyz 0 1
C -1.904 1.466 -1.767
S -1.719 0.320 -0.455
C -0.184 1.070 0.284
H -3.050 1.511 -2.039
H -1.450 2.598 -1.673
H -1.346 1.236 -2.654
H 0.828 0.602 0.121
H -0.310 1.133 1.351
H -0.200 2.087 -0.118
C 1.205 -2.380 1.255
S 2.769 -1.606 1.643
H 0.692 -2.111 2.168
H 1.287 -3.479 0.880
H 0.696 -1.872 0.323
H 2.684 -0.576 0.682
*
```

Calculated values
structure (SMILES)	CSC.CS
gap between HOMO and LUMO	0.35035	Eh
LUMO energy	0.824	eV
HOMO	-8.709	eV

Q | Computed, not measured: 2 unconnected molecules or ions with the total composition C3H10S2, with the ωB97M-V functional and the def2-TZVPD basis.

Geometry as ORCA input:
```
! RIJCOSX wB97M-V def2-TZVPD def2/J DEFGRID3
* xyz 0 1
C 0.362 0.650 -1.431
S -1.275 0.119 -0.847
C -2.277 -0.026 -2.378
H 0.919 -0.287 -1.550
H 0.278 1.221 -2.374
H 0.732 1.280 -0.638
H -2.015 0.850 -2.983
H -3.292 -0.012 -1.986
H -1.864 -0.927 -2.874
C 1.833 -0.279 3.154
S 0.108 -0.441 2.647
H 2.244 -1.296 3.161
H 1.838 -0.082 4.236
H 2.287 0.354 2.381
H 0.123 -1.122 1.481
*
```

Calculated values
structure (SMILES)	CSC.CS
gap between HOMO and LUMO	0.33868	Eh
LUMO energy	0.846	eV
HOMO	-8.370	eV

Here is how they stack up, most stable first: Q, P.

P | Computed, not measured: a single C2H3NO3 molecule, with the ωB97M-V functional and the def2-TZVPD basis.

Geometry as ORCA input:
```
! RIJCOSX wB97M-V def2-TZVPD def2/J DEFGRID3
* xyz 0 1
N -2.407 -0.039 0.139
C -1.255 0.021 0.025
C 0.183 0.069 -0.019
O 0.459 1.245 -0.741
O 0.798 -0.864 -0.766
O 0.655 -0.062 1.296
H 1.428 1.257 -0.978
H 0.306 -1.748 -0.848
H -0.167 0.120 1.892
*
```

Calculated values
structure (SMILES)	N#CC(O)(O)O
gap between HOMO and LUMO	0.43573	Eh
LUMO energy	0.373	eV
HOMO	-11.484	eV

Q | Computed, not measured: 2 unconnected molecules or ions with the total composition C2H3NO3, with the ωB97M-V functional and the def2-TZVPD basis.

Geometry as ORCA input:
```
! RIJCOSX wB97M-V def2-TZVPD def2/J DEFGRID3
* xyz 0 1
C 0.022 -0.583 0.144
C -1.338 -0.108 0.090
N 1.612 0.622 -0.137
O 0.540 -1.650 0.225
O 1.727 1.781 -0.510
O 2.516 -0.128 -0.035
H -1.558 0.561 -0.786
H -1.573 0.574 0.925
H -1.948 -1.069 0.084
*
```

Calculated values
gap between HOMO and LUMO	0.35396	Eh
LUMO energy	-0.011	eV
HOMO	-9.642	eV

R | Computed, not measured: a single C2H3NO3 molecule, with the ωB97M-V functional and the def2-TZVPD basis.

Geometry as ORCA input:
```
! RIJCOSX wB97M-V def2-TZVPD def2/J DEFGRID3
* xyz 0 1
O -0.254 -1.785 1.259
C 0.215 -0.697 1.458
N -0.261 0.371 0.740
O -0.866 0.031 -0.522
C -0.143 0.296 -1.598
O 1.018 0.462 -1.637
H 0.834 -0.307 2.195
H 0.319 1.201 0.570
H -0.863 0.428 -2.466
*
```

Calculated values
structure (SMILES)	O=CNOC=O
gap between HOMO and LUMO	0.41886	Eh
LUMO energy	0.766	eV
HOMO	-10.632	eV

S | Computed, not measured: a single C2H3NO3 molecule, with the ωB97M-V functional and the def2-TZVPD basis.

Geometry as ORCA input:
```
! RIJCOSX wB97M-V def2-TZVPD def2/J DEFGRID3
* xyz 0 1
O -2.006 -0.608 -0.148
C -1.429 0.465 0.094
C 0.159 0.621 -0.073
O 0.561 1.816 0.081
N 1.096 -0.346 -0.326
O 0.783 -1.421 0.357
H -1.614 1.447 0.576
H 2.121 -0.082 -0.277
H 0.329 -1.893 -0.285
*
```

Calculated values
structure (SMILES)	O=CC(=O)NO
gap between HOMO and LUMO	0.34481	Eh
LUMO energy	-0.674	eV
HOMO	-10.057	eV

Here is how they stack up, most stable first: P, R, S, Q.